137
Properties=species:S:1:pos:R:3:mulliken_charge:R:1 method="wB97M-V/def2-TZVPD" s_squared=0.75 lumo_ev="0.2 / 0.3" gap_ev="2.87 / 9.38" multiplicity=2 e_tot_ha=-2730.496035
Ba -0.63052 0.18321 -2.82533 -0.424
N 0.98700 -0.58757 0.78306 0.509
O 0.08874 0.03652 1.34962 -0.493
O 0.98488 -0.63275 -0.46743 0.322
O 1.83453 -1.15542 1.42675 -0.819
C -1.10095 5.14254 -2.95511 -1.466
C -0.50659 3.79151 -3.02602 1.090
C 0.67662 3.55082 -2.03306 -1.157
O 1.33122 2.37783 -2.24905 0.258
C 2.42013 2.17292 -1.37219 -1.129
N -1.61353 2.86482 -2.74817 0.017
H -1.76538 5.37643 -3.78693 0.384
H -0.35545 5.93706 -2.92271 0.445
H -1.65103 5.17226 -2.01456 0.320
H -0.18147 3.69310 -4.06173 0.004
H 0.37994 3.60680 -0.98571 0.344
H 1.38956 4.35117 -2.23122 0.420
H 2.05834 1.96171 -0.36591 0.215
H 3.12790 3.00114 -1.40721 0.376
H 2.99655 1.36613 -1.82487 0.319
H -2.01815 3.11048 -1.85597 -0.104
H -2.35598 3.24305 -3.31896 0.252
C -1.81987 2.92696 1.40357 -0.822
C -2.72884 3.98597 0.79261 0.319
C -2.04691 5.32045 0.74288 -1.179
O -2.88376 6.33338 0.25916 -0.386
C -2.14954 7.48219 -0.05518 -0.771
N -3.11549 3.44465 -0.50558 -0.352
H -2.40344 2.14612 1.89126 -0.201
H -1.35839 3.41980 2.25928 0.603
H -1.02631 2.48911 0.79805 -0.147
H -3.67706 3.97712 1.33010 0.650
H -1.16560 5.11492 0.13530 0.425
H -1.78377 5.59315 1.76489 0.553
H -1.81793 7.86427 0.91030 0.337
H -2.61327 8.25133 -0.67283 0.279
H -1.23974 7.25805 -0.61208 0.241
H -3.85792 2.81443 -0.23776 0.016
H -3.64533 4.16012 -0.98253 0.381
C -3.19286 -1.99353 0.21712 -0.425
C -3.62908 -0.65351 -0.36549 0.241
C -4.49122 0.11662 0.61579 -0.641
O -4.81202 1.39900 0.10925 -0.579
C -5.96001 1.99092 0.75729 -1.119
N -2.48509 0.19205 -0.72758 0.704
H -2.40286 -1.74557 0.92600 -0.086
H -2.69552 -2.60935 -0.53222 -0.345
H -3.96579 -2.59257 0.69860 0.515
H -4.28977 -0.81908 -1.21648 0.435
H -3.94848 0.35426 1.53070 -0.066
H -5.40398 -0.46551 0.74259 0.620
H -5.87347 2.06388 1.84139 0.383
H -6.85681 1.37211 0.72660 0.404
H -6.24425 2.97877 0.39469 0.373
H -2.94437 1.09049 -0.68342 -0.031
H -2.05304 0.19737 0.18533 -0.405
C 0.95377 -6.04074 -0.74853 -1.577
C 1.71170 -4.79858 -0.47025 0.358
C 2.72073 -4.40529 -1.55436 0.182
O 3.42402 -5.54840 -1.98737 -0.453
C 4.61055 -5.86208 -1.33159 -0.772
N 0.83938 -3.73573 -0.06756 -0.476
H 0.78250 -6.22386 -1.80931 0.255
H 0.03072 -6.09024 -0.17093 0.447
H 1.49799 -6.89016 -0.33572 0.351
H 2.25761 -4.94855 0.46119 0.560
H 3.37735 -3.58824 -1.25540 0.502
H 2.03805 -4.14588 -2.36354 -0.495
H 5.24927 -4.97915 -1.30804 0.328
H 5.13386 -6.51489 -2.03023 0.338
H 4.56715 -6.33280 -0.34943 0.264
H 1.35157 -2.95592 0.31930 -0.325
H 0.12429 -3.89169 0.62846 0.226
C 1.80734 2.11277 -5.63087 -1.285
C 1.00854 0.82972 -5.92361 0.347
C 1.75942 -0.44954 -5.44573 -0.457
O 1.87963 -0.32659 -4.07885 0.370
C 2.59681 -1.39472 -3.50397 -1.269
N -0.37280 0.95291 -5.46026 -0.553
H 2.87532 2.00521 -5.82049 0.388
H 1.53546 2.65325 -4.72419 0.039
H 1.55279 2.88665 -6.35503 0.406
H 1.01000 0.68581 -7.00407 0.355
H 2.72091 -0.50427 -5.95626 0.452
H 1.13693 -1.31118 -5.68693 0.180
H 3.65496 -1.35930 -3.76314 0.425
H 2.21967 -2.40657 -3.65237 0.485
H 2.55049 -1.44833 -2.41627 0.085
H -0.85521 0.26262 -6.01784 -0.010
H -0.72713 1.83518 -5.80106 0.205
C -2.43768 -1.83313 5.82219 -1.441
C -2.20875 -0.74964 4.73119 0.412
C -1.37587 0.42245 5.31951 -0.749
O -0.12685 -0.03597 5.77476 -0.279
C 0.83239 1.01734 5.82730 -0.976
N -1.45332 -1.40077 3.72402 -0.504
H -3.19041 -2.55997 5.51693 0.394
H -2.69588 -1.47878 6.82012 0.370
H -1.55852 -2.44351 6.02862 0.280
H -3.15214 -0.51286 4.23920 0.355
H -1.83693 0.79172 6.23557 0.583
H -1.32609 1.22019 4.57841 0.272
H 0.52995 1.77950 6.54545 0.378
H 1.05681 1.45306 4.85371 0.302
H 1.83679 0.72436 6.13298 0.244
H -0.58455 -1.61802 4.19107 0.257
H -1.14275 -0.73297 3.03287 0.001
C 5.26222 0.01713 2.14217 -0.308
C 4.24828 1.17320 2.20556 0.007
O 3.17047 0.73547 2.99515 -0.346
O 4.97167 -0.91532 1.12357 -0.607
H 5.37951 -0.60416 3.03006 0.169
H 6.25456 0.39893 1.90218 0.379
H 3.76253 1.48307 1.28029 -0.122
H 4.84240 2.03685 2.50427 0.359
H 2.66931 0.10188 2.47649 0.064
H 4.03161 -1.10526 1.16610 0.270
C 3.18744 -2.42348 5.38755 -0.372
C 1.71741 -2.44237 4.93447 0.287
O 0.87808 -2.55471 6.05847 -0.669
O 3.55415 -3.72568 5.71337 -0.567
H 3.32970 -1.72112 6.20886 0.280
H 3.73870 -2.12857 4.49466 0.046
H 1.65559 -3.30384 4.26952 0.261
H 1.50457 -1.57538 4.30907 -0.087
H 0.42879 -1.71959 6.20785 0.563
H 3.02315 -3.90825 6.49202 0.358
C -1.25547 -3.24211 -4.66696 -0.913
C -1.09862 -3.65437 -3.17782 0.079
O -0.46600 -2.65691 -2.33574 0.424
O -1.09035 -1.84166 -4.82877 0.342
H -2.15656 -3.71816 -5.05362 0.390
H -0.45242 -3.68391 -5.25691 0.255
H -0.69592 -4.66714 -3.19325 0.150
H -2.10700 -3.71390 -2.76829 0.257
H -0.12769 -3.10604 -1.55765 -0.069
H -1.86397 -1.67146 -5.37112 -0.257